No. 1
A cluster of 15 separate species, C19H68N14O15 in total, computed with ωB97M-V/def2-TZVPD.

XYZ file:
```
116
Properties=species:S:1:pos:R:3:mulliken_charge:R:1
C 4.24715 -0.42921 1.55342 -0.257
C 5.05900 -1.61110 1.34524 -0.635
O 4.59331 -2.58224 2.18221 -0.528
H 3.19013 -0.64501 1.21954 -0.365
H 4.60932 0.41068 0.88997 0.392
H 4.34650 -0.14664 2.60326 0.399
H 6.09197 -1.54915 1.40758 0.594
H 4.93648 -1.99915 0.38080 0.320
H 5.11161 -3.32863 1.89467 0.321
C -1.78501 5.18318 -0.88914 -1.463
C -2.42337 3.79629 -0.86850 0.889
O -3.54198 3.69661 -0.02987 -0.735
H -2.50281 5.99071 -1.12157 0.375
H -0.94756 5.16290 -1.59841 0.247
H -1.39876 5.31162 0.07835 0.325
H -1.65899 3.08932 -0.35252 -0.481
H -2.47677 3.43704 -1.87859 0.417
H -3.76532 2.77164 0.09597 0.194
C 0.70207 1.34410 -3.82880 0.138
C 0.12063 2.76058 -3.53680 0.336
O -1.10929 2.81659 -4.26143 -0.574
H 1.63951 1.09152 -3.36145 -0.063
H 0.89402 1.08131 -4.89485 0.391
H 0.10588 0.58623 -3.38565 -0.374
H 0.75647 3.54627 -3.90059 0.498
H -0.07203 3.05276 -2.47031 -0.834
H -0.81466 2.99994 -5.17144 0.329
C -2.20444 3.03466 4.17909 -1.584
C -1.73290 3.42100 2.84629 -0.600
O -1.24199 2.34851 2.06994 -0.014
H -3.00122 2.38753 3.97194 0.274
H -2.58037 3.91396 4.63075 0.447
H -1.44195 2.59562 4.80821 0.351
H -1.05948 4.25871 2.93524 0.494
H -2.61103 3.78556 2.36251 0.530
H -0.39279 2.06200 2.36137 -0.415
C 1.82703 -2.06330 4.13218 0.392
O 0.96230 -2.97866 4.77604 -0.791
N 2.76024 -1.47383 4.80560 -0.046
N 1.90423 -1.85886 2.83632 0.464
H 2.78711 -1.69920 5.79294 0.281
H 3.48491 -0.85297 4.47474 0.131
H 1.26580 -2.54564 2.30546 -0.094
H 2.86925 -1.68128 2.45508 -0.118
C 3.70139 -0.06121 -1.75345 0.366
O 3.40224 1.14320 -1.17818 -0.815
N 2.89083 -1.02434 -1.73042 0.837
N 4.80462 -0.10882 -2.47467 -0.338
H 1.99382 -0.93837 -1.22066 -0.717
H 2.97237 -1.81164 -2.39522 0.187
H 5.48384 0.63774 -2.48713 0.306
H 5.11482 -0.98393 -2.85077 0.147
C -2.80388 -0.15798 -3.75794 0.366
O -2.13084 -0.52372 -4.91532 -0.731
N -3.41266 -0.92822 -2.98749 -0.265
N -2.75907 0.98437 -3.22111 -0.119
H -3.39807 -1.96116 -3.14871 0.285
H -3.69345 -0.66146 -1.99447 0.137
H -2.07508 1.63205 -3.69746 0.072
H -3.20025 1.24454 -2.32140 0.505
C 1.01834 -2.20139 -4.41016 0.247
O 0.94761 -1.60311 -5.70217 -0.699
N -0.03570 -2.30694 -3.61809 0.063
N 2.13912 -2.70315 -3.86808 -0.366
H -0.88599 -1.79748 -3.84514 -0.179
H -0.05857 -2.78816 -2.71752 0.630
H 2.86920 -2.72521 -4.59707 0.232
H 2.13557 -3.33064 -3.12069 0.241
C -4.18973 0.65451 0.60358 0.427
O -3.72648 1.07792 -0.63752 -0.772
N -3.59615 0.92296 1.69589 0.472
N -5.20852 -0.12795 0.78215 -0.418
H -2.74657 1.48434 1.61953 -0.369
H -3.89691 0.58763 2.59081 0.313
H -5.77667 -0.51016 0.03191 0.347
H -5.64761 -0.32802 1.70898 0.205
C 1.54423 1.62320 3.43595 0.833
O 1.51133 1.19362 4.71162 -0.789
N 1.45134 0.87184 2.40925 1.410
N 1.43861 2.85704 3.17579 -0.236
H 1.47095 -0.18245 2.56827 -0.840
H 1.52702 1.26637 1.45738 -0.425
H 1.36273 3.50604 4.03672 0.288
H 1.42688 3.30524 2.28646 0.079
C -0.70380 -4.34911 -1.26231 -0.097
O -0.38412 -5.62972 -1.56441 -0.801
N -1.95351 -4.10087 -1.07862 0.028
N 0.12592 -3.35976 -1.16978 0.222
H -2.55543 -4.94854 -1.11435 0.299
H -2.41026 -3.35085 -0.59955 0.174
H 1.06954 -3.65238 -1.33688 0.140
H -0.00266 -2.35340 -0.88636 -0.360
C -0.60171 -0.05136 -0.38787 0.154
O 0.40937 -0.80942 0.12559 1.620
H -0.32220 0.56418 -1.21177 -0.789
H -1.02130 0.56148 0.38037 -0.222
H -1.20912 -0.84241 -0.75322 0.710
H 0.82325 -0.30955 0.82196 -1.033
C 0.10902 -5.00137 2.02786 -0.836
O 0.26951 -3.72309 1.51255 -0.574
H 0.52576 -5.82862 1.42438 0.304
H -0.98656 -5.14763 2.08121 0.240
H 0.48705 -4.97235 3.07467 0.326
H 0.19921 -3.69859 0.53083 0.291
C -2.66595 -2.25461 1.35681 -0.675
O -3.55081 -2.20480 0.24490 -0.734
H -2.15486 -3.17375 1.50515 0.233
H -3.39637 -2.23934 2.17388 0.414
H -1.96981 -1.50132 1.51082 0.212
H -4.08628 -1.45515 0.45076 0.294
C 1.33703 3.67364 0.05589 -1.777
O 1.19795 2.27958 -0.01703 0.103
H 2.06001 4.07822 0.72176 0.571
H 0.38221 4.10108 0.36240 0.567
H 1.52921 4.10086 -0.92454 0.337
H 1.98288 1.87989 -0.36335 0.186
```

Values from the calculation:
HOMO = -8.48 eV
Multiplicity = 1
Net charge = 0
Relative energy (zero: lowest compared OMol25 entry of this formula, charge and spin) = 56.4 kcal per mole
HOMO-LUMO gap = 8.239 eV
LUMO energy = -0.24 eV

***

No. 2
A cluster of 16 separate species, C19H70N12O16 in total, computed with ωB97M-V/def2-TZVPD.

XYZ file:
```
117
Properties=species:S:1:pos:R:3:mulliken_charge:R:1
C 1.74515 -4.55441 2.54132 -1.541
C 2.35315 -3.14641 2.63532 0.274
O 3.73415 -3.30141 2.50332 -0.747
H 2.17415 -5.26241 1.80032 0.209
H 0.69615 -4.61241 2.57732 0.323
H 1.87815 -5.06841 3.43132 0.586
H 2.09615 -2.73641 3.60532 0.656
H 1.95115 -2.36641 1.95132 -0.374
H 4.09315 -2.55041 2.93132 0.380
C -4.87985 0.54159 2.42832 -0.876
C -5.53385 -0.88041 2.45632 -0.727
O -4.52685 -1.79941 2.40032 -0.479
H -4.32985 0.88559 3.24032 0.478
H -5.72085 1.22659 2.41132 0.410
H -4.29085 0.73859 1.52732 -0.027
H -6.17485 -0.88541 1.62232 0.408
H -6.16385 -0.87641 3.30532 0.413
H -3.93685 -1.70641 3.13732 0.348
C 3.75715 2.97859 -2.65968 -1.595
C 2.27615 2.90859 -2.37368 0.842
O 1.65815 2.42459 -3.53768 -0.642
H 4.22015 2.15859 -3.19868 0.296
H 4.40315 3.28459 -1.87068 0.373
H 3.88515 3.82459 -3.32468 0.425
H 2.00315 3.90259 -1.98668 0.334
H 1.99415 2.18959 -1.58068 -0.363
H 1.31315 1.54959 -3.47168 0.323
C -1.84385 3.20359 3.57232 0.179
O -2.20785 2.01859 3.01132 -0.558
N -2.51885 3.76559 4.54932 -0.476
N -0.89885 3.99059 3.09832 -0.266
H -3.41185 3.22459 4.65132 0.319
H -2.49785 4.77759 4.87332 0.216
H -0.33685 3.83459 2.27732 0.073
H -0.67785 4.94159 3.57932 0.230
C -2.07885 -1.01041 -4.52968 0.335
O -1.85185 -1.49841 -3.25068 -0.677
N -1.15485 -0.41641 -5.22468 -0.170
N -3.27985 -1.02541 -5.04168 -0.434
H -0.29885 -0.28341 -4.73468 0.172
H -1.01585 -0.34441 -6.26168 0.251
H -4.03985 -1.47941 -4.53068 0.271
H -3.57485 -0.79541 -6.04668 0.220
C 1.44415 3.65859 0.81532 0.029
O 2.00915 4.94659 0.47632 -0.812
N 0.19415 3.40759 0.73932 0.515
N 2.12815 2.58759 1.06532 0.467
H -0.27085 4.32359 0.56932 0.442
H -0.26385 2.53759 0.47732 -0.741
H 3.12215 2.71559 1.07432 0.305
H 1.76415 1.65659 0.97232 -0.634
C -0.09685 0.32559 0.37232 0.863
O 0.92015 0.05059 1.19532 -0.255
N -1.16785 1.00459 0.68332 2.577
N 0.05415 -0.03441 -0.86668 2.866
H -1.34185 1.36959 1.59932 -0.574
H -1.99685 0.86559 0.05232 -1.691
H 0.76915 -0.77941 -1.03768 -0.375
H -0.43185 0.30059 -1.62268 -1.272
C 3.27215 -3.79341 -0.91568 0.333
O 2.05315 -3.43441 -0.54568 -0.401
N 3.61315 -3.96941 -2.14268 -0.548
N 4.24715 -3.87541 -0.10868 -0.268
H 2.96615 -3.43441 -2.82068 0.330
H 4.62415 -3.82941 -2.39668 0.232
H 4.02115 -3.54941 0.81932 0.239
H 5.30215 -3.86941 -0.32468 0.264
C 1.27015 -2.22141 -3.73968 0.032
O 1.18315 -0.83041 -3.71268 -0.692
N 2.30415 -2.85741 -4.13868 -0.399
N 0.30015 -2.98341 -3.47168 0.001
H 3.16115 -2.32041 -4.43768 0.371
H 2.24815 -3.85141 -4.44268 0.304
H -0.67085 -2.63741 -3.21468 0.157
H 0.39015 -3.97941 -3.25068 0.238
C -1.00685 -2.85541 0.86932 1.319
O -1.00185 -2.75841 -0.50168 -0.648
H -1.69585 -1.96641 1.18932 -0.317
H -0.02085 -2.62441 1.33632 -1.273
H -1.36385 -3.84041 1.17132 0.516
H -0.69785 -1.91841 -0.76668 -0.052
C 3.61715 -0.20041 -0.97368 0.014
O 4.86015 0.57259 -1.04768 -0.568
H 3.57015 -0.80441 -1.89768 0.343
H 2.75515 0.41659 -0.84968 -0.308
H 3.75915 -0.86441 -0.13568 0.054
H 5.55215 -0.07141 -1.13468 0.333
C -1.33285 2.71059 -2.34768 -0.256
O -1.22885 1.35759 -2.78968 -0.610
H -1.60885 2.78559 -1.25268 -0.345
H -2.13685 3.01259 -2.91468 0.762
H -0.39885 3.31259 -2.52868 -0.061
H -1.79285 1.26259 -3.55168 0.323
C -3.60285 3.35659 0.41132 0.469
O -4.22885 4.41959 -0.37768 -0.589
H -3.92385 3.17659 1.45832 0.218
H -2.56885 3.64859 0.55732 -0.236
H -3.49885 2.47059 -0.10968 -0.207
H -3.94885 5.29059 -0.05368 0.343
C -4.12385 -0.84541 -0.98368 -0.622
O -3.08385 0.06359 -1.01268 -0.019
H -5.05585 -0.37141 -0.87568 0.392
H -3.85885 -1.64241 -0.23868 0.119
H -4.20085 -1.42941 -1.99468 -0.048
H -2.66985 -0.15041 -1.79968 -0.275
C -0.80485 -0.78141 3.75632 0.241
O -0.85485 -0.94541 5.10332 -0.604
H -1.71785 -0.45141 3.28332 -0.300
H -0.62485 -1.68441 3.27332 0.262
H -0.04985 -0.09841 3.38632 -0.032
H -0.01785 -0.80541 5.52632 0.371
C 3.59615 0.11659 2.86932 -0.531
O 4.23015 -0.70241 3.92032 -0.546
H 3.47015 1.13159 3.20632 0.422
H 2.56215 -0.27141 2.74532 -0.096
H 3.99115 0.03259 1.88132 0.474
H 5.05115 -0.32441 3.97832 0.277
```

Values from the calculation:
HOMO = -8.72 eV
Multiplicity = 1
Net charge = 0
Relative energy (zero: lowest compared OMol25 entry of this formula, charge and spin) = 47.7 kcal per mole
HOMO-LUMO gap = 8.726 eV
LUMO energy = 0.01 eV

***

No. 3
A structure of composition C19H71Al4O27P2, computed with ωB97M-V/def2-TZVPD.

XYZ file:
```
123
Properties=species:S:1:pos:R:3:mulliken_charge:R:1
Al 3.12276 0.13556 -0.65499 1.103
Al -2.69568 -0.67050 2.43927 0.974
Al 0.78546 4.25415 -1.41859 0.821
Al 0.89653 2.86702 3.03793 1.028
C 6.09708 -2.67390 0.75277 -0.834
O 5.05423 -2.16730 -0.08076 -0.154
H 5.93799 -2.46548 1.81076 0.292
H 6.19668 -3.75014 0.61171 0.316
H 7.05130 -2.22300 0.48026 0.321
C -1.99418 5.34864 1.24837 -0.447
O -0.62757 4.86011 1.23743 -0.173
H -2.61864 4.87600 0.49023 -0.025
H -2.51629 5.25817 2.20090 0.227
H -2.12064 6.40314 1.00314 0.350
C -0.47650 -2.75886 5.02336 -0.494
O -1.00448 -1.48460 4.86709 -0.343
H -0.45955 -3.36062 4.11468 0.149
H 0.55419 -2.68004 5.36911 0.254
H -1.10806 -3.44502 5.58765 0.319
C -3.00629 2.65148 4.55247 -0.862
O -2.09201 2.21386 3.53914 -0.339
H -3.03619 1.87361 5.31545 0.298
H -2.71650 3.59924 5.00618 0.289
H -3.99901 2.85633 4.15167 0.225
C 1.93642 1.82782 -4.52417 -0.862
O 1.78479 1.84427 -3.11118 -0.294
H 2.36505 2.71563 -4.98910 0.299
H 2.62291 1.14239 -5.02117 0.242
H 0.94686 1.46253 -4.79882 0.360
P 3.58216 3.32963 0.85356 0.587
O 3.11452 2.04376 1.57280 -0.305
O 3.30234 2.96509 -0.58978 -0.243
O 5.07269 3.70466 1.10317 -0.487
O 2.48275 4.44364 1.10658 -0.539
P -0.21234 0.65534 0.44347 -0.298
O 0.58458 1.95421 0.15573 1.000
O 0.04077 0.41684 1.92586 -0.119
O 0.44985 -0.49116 -0.27958 -1.790
O -1.73012 0.76163 0.27937 -0.634
C 3.57886 7.24419 -0.68302 -0.668
O 2.43524 6.57736 -0.24795 -0.345
H 3.36013 7.57264 -1.69908 0.258
H 3.90248 8.06888 -0.04799 0.240
H 4.35237 6.49386 -0.84669 0.306
H 2.62080 5.95480 0.45886 0.366
C 0.46590 -3.52278 -5.64614 -0.940
O 0.48984 -2.89178 -4.38056 -0.465
H -0.56713 -3.42325 -5.97938 0.315
H 0.96293 -2.78310 -6.27379 0.325
H 0.95812 -4.49507 -5.66789 0.237
H -0.31077 -2.37062 -4.28558 0.329
C 3.98003 0.96294 5.17587 -0.425
O 3.46068 2.17362 4.62474 -0.324
H 3.61198 0.03772 4.73246 -0.030
H 5.06035 0.86842 5.06601 0.427
H 3.83495 1.00401 6.25539 0.270
H 4.16631 2.62277 4.15363 0.244
C 0.57949 1.54883 6.81070 -0.771
O 0.70040 1.05217 5.44287 -0.026
H 1.44708 2.08239 7.19889 0.258
H -0.24224 2.25973 6.89719 0.250
H 0.46188 0.66276 7.43452 0.345
H 0.31930 0.18238 5.30207 0.017
C 3.64820 -5.77729 0.01830 -0.815
O 3.21684 -4.74352 -0.75001 -0.336
H 4.48303 -6.26667 -0.48336 0.316
H 3.83863 -5.58976 1.07503 0.279
H 2.83577 -6.50308 -0.01762 0.274
H 3.74293 -3.96507 -0.55292 0.161
C -3.08601 -4.07661 -3.65556 -0.817
O -2.62699 -2.71375 -4.04125 -0.533
H -2.96228 -4.37261 -2.61384 0.244
H -4.13672 -4.34100 -3.77479 0.374
H -2.54591 -4.79716 -4.26971 0.307
H -2.31353 -2.28639 -3.24081 0.251
C -0.77681 -3.71711 0.40650 -0.891
O -0.65044 -2.43564 0.97219 0.148
H -0.03476 -3.97515 -0.34906 0.250
H -0.81199 -4.59770 1.04793 0.412
H -1.66395 -3.90487 -0.19835 0.209
H -0.03202 -1.90321 0.46655 -0.047
C -3.06445 2.88442 -1.95056 -0.492
O -1.68701 2.66386 -1.62915 -0.130
H -3.37015 3.82843 -1.49946 0.316
H -3.29607 2.97038 -3.01219 0.378
H -3.68383 2.06871 -1.57763 -0.333
H -1.55483 1.83921 -1.15577 -0.314
C 2.51821 -2.04715 2.92645 -0.249
O 2.17548 -1.10385 1.94911 0.468
H 3.46231 -2.57517 2.79235 0.074
H 2.55094 -1.57707 3.90933 -0.119
H 1.70856 -2.77275 2.84856 0.072
H 1.32952 -0.72280 2.19561 0.051
C -5.34030 0.60911 -4.29616 -0.412
O -6.56825 -0.08180 -4.57710 -0.523
H -5.13035 0.89247 -3.26479 -0.011
H -4.49824 -0.04046 -4.53511 0.238
H -5.27532 1.50250 -4.91723 0.383
H -7.24893 0.33178 -4.04116 0.313
C -1.18437 -0.45957 -3.15160 -0.107
O -1.11100 -1.50699 -2.32533 0.753
H -0.48678 0.34117 -2.90609 -0.144
H -0.92919 -0.80648 -4.15292 0.782
H -2.14867 0.01509 -2.97015 -0.243
H -0.47457 -1.31219 -1.63352 -0.097
C -4.48151 -1.73373 -1.53700 -0.793
O -3.54577 -1.28280 -0.55114 -0.128
H -4.70789 -1.06412 -2.36674 0.290
H -4.20536 -2.71870 -1.91338 0.119
H -5.38949 -1.95050 -0.97425 0.311
H -2.71231 -0.95586 -0.89763 -0.021
C -5.44671 2.10917 1.15132 -0.232
O -5.29671 0.71989 1.12529 -0.303
H -6.50650 2.32844 1.28115 0.457
H -4.87649 2.61930 1.92767 -0.094
H -5.10985 2.41405 0.16052 0.044
H -6.15697 0.30267 1.03881 0.257
C 3.71714 -2.79719 -3.35692 -0.860
O 2.72748 -1.94672 -2.80399 0.073
H 3.58416 -3.81784 -2.99818 0.273
H 3.67122 -2.83615 -4.44525 0.330
H 4.71930 -2.45991 -3.09230 0.319
H 2.00301 -2.08094 -3.41941 0.112
```

Values from the calculation:
HOMO = -10.66 eV
Multiplicity = 1
Net charge = +1
HOMO-LUMO gap = 3.142 eV
LUMO energy = -7.52 eV

***

No. 4
A structure of composition C20H10AuCl4N2O4, computed with ωB97M-V/def2-TZVPD.

XYZ file:
```
41
Properties=species:S:1:pos:R:3:nbo_charge:R:1
Au 0.27310 -0.70657 0.19739 1.272
O 1.30860 -2.16583 -0.97591 -0.693
C 2.44009 -1.93832 -1.54061 0.397
C 3.36975 -3.00808 -1.64116 -0.286
C 4.55880 -2.88958 -2.31231 -0.185
C 4.91405 -1.68101 -2.91176 -0.294
C 4.06468 -0.60946 -2.79760 -0.148
C 2.83580 -0.68899 -2.11654 -0.224
C 2.07632 0.50659 -1.97326 0.092
N 0.99382 0.66136 -1.28454 -0.299
N 0.38781 1.84480 -1.23307 -0.467
C -0.34976 2.06197 -0.16748 0.556
O -0.41215 1.29680 0.84236 -0.724
C -1.11153 3.33041 -0.19739 -0.027
C -2.26152 3.49387 0.56892 -0.208
C -2.97397 4.67702 0.49371 -0.211
C -2.54222 5.70432 -0.32932 -0.221
C -1.39798 5.54288 -1.09234 -0.227
C -0.68772 4.36211 -1.03235 -0.200
H 3.09054 -3.93534 -1.16372 0.219
H 5.23300 -3.73478 -2.37195 0.202
H 5.85532 -1.58810 -3.43861 0.202
H 4.35481 0.34189 -3.22500 0.198
H 2.47991 1.40377 -2.44711 0.186
H -2.58707 2.67791 1.19670 0.241
H -3.87300 4.80817 1.07791 0.204
H -3.09402 6.63230 -0.38335 0.201
H -1.05636 6.34220 -1.73465 0.202
H 0.19727 4.20798 -1.62857 0.233
Cl -4.52565 -3.45625 4.71087 0.026
C -3.23283 -3.22340 3.60496 -0.095
C -2.32566 -4.27473 3.38533 -0.117
Cl -2.61658 -5.80935 4.09649 0.027
C -1.19947 -4.06044 2.61881 -0.136
Cl -0.06213 -5.32257 2.36705 0.023
C -0.92846 -2.79857 2.03298 0.299
O 0.19169 -2.48674 1.56211 -0.603
C -2.04132 -1.82035 1.98961 0.340
O -2.00763 -0.89160 1.16329 -0.623
C -3.09357 -2.02953 2.93172 -0.159
Cl -4.24473 -0.77677 3.15838 0.025
```

Values from the calculation:
HOMO (spin up / spin down) = -3.75 / -3.75 eV
Multiplicity = 1
Net charge = -1
HOMO-LUMO gap (spin up / spin down) = 3.949 / 3.950 eV
LUMO energy (spin up / spin down) = 0.20 / 0.20 eV

***

| no. | E_tot (eV) | F_max (hartree/bohr) |
| --- | --- | --- |
| 1 | -72374.9480 | 0.2093 |
| 2 | -71473.7103 | 0.1748 |
| 3 | -121069.9456 | 0.0692 |
| 4 | -85853.1452 | 0.0556 |